Density functional theory data (ωB97M-V/def2-TZVPD) for C33H65BClF4IN2O19P2S6 as an isolated structure at a distorted geometry.

Calculated values
Charge ... 0
LUMO energy ... 0.18 eV
Kohn-Sham gap ... 8.40 eV

Atoms and positions in Å:
1 I 2.13 1.21 0.77
2 Cl -0.71 4.12 -3.11
3 S 7.24 -0.21 0.11
4 S -0.48 -4.21 -9.25
5 S 2.65 -2.83 8.30
6 S 0.97 0.43 5.04
7 S -0.93 -0.48 -4.34
8 S -7.25 2.43 0.86
9 P 0.65 2.54 -2.79
10 P -2.73 2.61 -0.85
11 F -0.02 -0.99 0.22
12 F -1.19 -2.77 -1.22
13 F 0.61 -3.48 -0.42
14 F 1.88 -1.48 -0.61
15 O -0.15 -3.19 -10.22
16 O 1.85 3.27 -1.98
17 O -2.73 2.13 0.75
18 O -4.79 3.01 -4.99
19 O 0.52 -5.10 -8.71
20 O 3.17 -3.28 7.03
21 O -7.53 1.58 -0.27
22 O 6.63 0.22 -1.11
23 O 1.31 -3.15 8.72
24 O 3.64 -2.83 -3.96
25 O 1.85 1.15 4.16
26 O -2.44 0.02 -3.89
27 O 8.17 -1.31 0.14
28 O -3.28 2.09 -3.50
29 O -1.14 -1.66 -5.07
30 O -2.82 2.12 -5.89
31 O -0.42 -0.90 -2.90
32 O -5.91 2.87 1.16
33 O 1.24 0.33 6.46
34 N -4.38 2.39 -1.21
35 N -2.27 0.04 -1.09
36 C -1.47 -0.15 4.13
37 C 0.20 1.73 -0.11
38 C 4.32 -1.92 -3.09
39 C 0.71 -1.22 4.39
40 C -2.84 -4.01 -8.01
41 C -0.17 1.27 -1.57
42 C 1.76 -0.15 -2.89
43 C 0.49 -0.14 -2.03
44 C -2.16 1.29 -3.27
45 C 7.98 1.21 0.90
46 C 4.77 -2.13 9.68
47 C 0.00 3.24 0.22
48 C -1.83 -5.20 -9.89
49 C 5.96 -0.48 1.34
50 C -2.77 -5.38 -8.69
51 C -0.71 1.00 4.81
52 C -1.40 -3.48 -7.89
53 C 6.20 0.58 2.43
54 C 3.91 -0.87 9.59
55 C 6.87 1.79 1.77
56 C 0.12 -2.65 -1.35
57 C 0.62 -1.23 -0.92
58 C 3.80 -3.30 9.59
59 C -8.61 2.90 3.05
60 C 3.15 0.26 -2.49
61 C -0.78 -1.46 4.56
62 C 4.04 -0.48 -3.50
63 C -7.97 1.72 2.33
64 C -1.74 1.20 -1.80
65 C 1.11 4.11 0.84
66 C -8.32 3.88 0.79
67 C 2.92 -1.06 8.44
68 C -9.31 3.73 1.96
69 B -3.59 2.38 -4.79
70 H -3.31 -4.06 -7.03
71 H -1.40 -0.05 3.05
72 H 0.53 -3.01 -2.27
73 H 1.63 4.19 -1.84
74 H -8.72 1.00 2.02
75 H 5.36 -2.17 10.59
76 H -9.30 2.57 3.82
77 H -7.69 4.76 0.91
78 H 4.52 0.03 9.44
79 H -2.01 2.64 -5.92
80 H -7.84 3.51 3.53
81 H 3.32 -0.71 7.50
82 H -0.42 3.82 -0.57
83 H -1.01 -1.67 5.61
84 H -1.36 -2.40 -7.98
85 H -7.19 1.23 2.91
86 H 1.88 -1.20 -3.11
87 H -3.23 0.20 -0.82
88 H 3.85 -2.10 -2.14
89 H -4.58 3.94 -5.04
90 H 6.86 0.17 3.20
91 H -2.30 -0.79 -1.67
92 H 2.01 4.22 0.26
93 H -1.40 1.71 -3.91
94 H 1.28 3.91 1.87
95 H 1.00 -1.21 3.34
96 H 4.98 -0.34 0.86
97 H 4.97 0.05 -3.50
98 H 3.23 -3.42 10.51
99 H 3.76 -2.53 -4.86
100 H -10.20 3.20 1.62
101 H 3.51 -0.06 -1.54
102 H -3.39 1.44 0.88
103 H -0.47 1.19 0.52
104 H 1.97 -0.57 8.63
105 H 3.37 -0.73 10.53
106 H 5.36 -2.16 -3.05
107 H -2.35 -6.11 -8.00
108 H 4.27 -4.25 9.32
109 H -2.52 -0.14 4.40
110 H 0.67 5.10 0.85
111 H -0.70 1.90 4.19
112 H 6.15 2.32 1.14
113 H 5.26 0.85 2.91
114 H -9.62 4.70 2.33
115 H 5.47 -2.16 8.83
116 H -4.59 1.52 -1.69
117 H 7.26 2.49 2.50
118 H -4.98 2.47 -0.39
119 H -0.93 -3.79 -6.96
120 H 3.66 -0.39 -4.51
121 H -1.12 1.24 5.79
122 H -0.74 3.30 0.99
123 H 1.33 -1.93 4.94
124 H -1.12 -2.30 3.97
125 H -2.31 -4.63 -10.68
126 H 3.41 1.29 -2.61
127 H -8.82 3.90 -0.17
128 H 8.81 0.86 1.50
129 H -1.45 -6.14 -10.28
130 H 1.61 0.25 -3.87
131 H -3.43 -3.33 -8.62
132 H 6.04 -1.49 1.72
133 H 8.34 1.90 0.14
134 H -3.75 -5.73 -9.00

Results of the Mulliken charge analysis, in e, for atoms 1 through 4: I 0.172; Cl -0.251; S 1.100; S 1.163